Below is a cluster of 2 separate species, C3H5I3Si in total, with properties calculated with ωB97M-V/def2-TZVPD.

The geometry in XYZ format:
```
12
Properties=species:S:1:pos:R:3
C -0.406 1.177 1.349
C 0.859 1.304 0.517
C -0.433 0.984 -0.102
Si -0.192 -1.984 -1.209
I 2.139 -2.758 -0.845
I -1.777 -3.429 0.044
I -0.765 -2.009 -3.628
H -0.484 0.326 2.010
H -0.874 2.066 1.753
H 1.303 2.278 0.335
H 1.600 0.526 0.633
H -0.971 1.518 -0.856
```

The value obtained for the HOMO energy (alpha / beta) is -0.29668 / -0.32163 Eh. For the LUMO energy (alpha / beta), the calculation gives -0.031 / -0.073 hartree. As for the HOMO-LUMO gap (alpha / beta): 7.23 / 6.76 eV.

Below is a cluster of 2 separate species, C3H5IO in total, with properties calculated with ωB97M-V/def2-TZVPD.

The geometry in XYZ format:
```
10
Properties=species:S:1:pos:R:3
C -1.346 0.408 0.406
C -1.084 -0.236 1.537
C 1.659 -0.177 -1.720
O 1.826 0.373 -2.740
I 2.654 0.385 0.046
H -1.192 -0.099 -0.475
H -1.841 1.448 0.511
H -0.624 -1.191 1.545
H -1.111 0.153 2.506
H 1.059 -1.065 -1.617
```

The value obtained for the HOMO energy is -0.36183 Eh. For the LUMO energy, the calculation gives 0.013 hartree. As for the HOMO-LUMO gap: 10.21 eV.

Below is a structure of composition C3H5IO, with properties calculated with ωB97M-V/def2-TZVPD.

The geometry in XYZ format:
```
10
Properties=species:S:1:pos:R:3
C 0.399 0.199 -0.538
C 0.954 -0.558 0.674
C -0.929 0.814 -0.358
O 1.084 0.273 -1.553
I -2.033 -0.962 -0.828
H 0.218 -1.311 1.096
H 1.700 -1.162 0.261
H 0.988 0.045 1.576
H -1.123 1.046 0.721
H -1.258 1.616 -1.052
```

The value obtained for the HOMO energy is -0.35660 Eh. For the LUMO energy, the calculation gives -0.001 hartree. As for the HOMO-LUMO gap: 9.68 eV.

Below is a cluster of 3 separate species, C3H5IO2S in total, with properties calculated with ωB97M-V/def2-TZVPD.

The geometry in XYZ format:
```
12
Properties=species:S:1:pos:R:3
C 0.970 -0.055 2.235
C 1.173 -0.827 1.040
C 1.303 0.452 0.887
O -0.219 1.695 -2.431
O -1.391 1.032 -0.337
S -0.796 0.660 -1.585
I -2.447 -1.337 -3.972
H -0.015 0.329 2.616
H 1.643 0.053 3.121
H 1.421 -1.837 0.806
H -3.204 -1.542 -2.612
H 1.562 1.377 0.233
```

The value obtained for the HOMO energy is -0.33882 Eh. For the LUMO energy, the calculation gives -0.037 hartree. As for the HOMO-LUMO gap: 8.21 eV.

Below is an isolated molecule of C3H5IS, with properties calculated with ωB97M-V/def2-TZVPD.

The geometry in XYZ format:
```
10
Properties=species:S:1:pos:R:3
C 0.480 1.074 -0.024
C -0.649 0.432 -0.111
C -1.054 -0.813 0.550
S -0.914 -2.367 -0.559
I -3.158 -0.724 1.329
H 0.515 1.726 -0.819
H 1.218 0.889 0.672
H -1.342 0.499 -0.954
H -0.395 -1.021 1.392
H -1.456 -3.320 0.316
```

The value obtained for the HOMO energy is -0.33626 Eh. For the LUMO energy, the calculation gives -0.001 hartree. As for the HOMO-LUMO gap: 9.11 eV.

Below is a structure of composition C3H5KMgO3, with properties calculated with ωB97M-V/def2-TZVPD.

The geometry in XYZ format:
```
13
Properties=species:S:1:pos:R:3
H 0.262 -3.505 0.374
O -0.608 0.584 -0.014
C -0.782 0.700 1.377
C 0.054 -0.286 2.152
O -0.569 -1.637 2.024
C -0.070 -2.534 1.339
O 1.006 -2.542 0.697
Mg -1.968 0.027 -1.186
K 1.266 2.070 -1.158
H -1.836 0.582 1.676
H -0.474 1.696 1.741
H 0.030 -0.080 3.226
H 1.089 -0.367 1.796
```

The spin multiplicity is 2. The value obtained for the HOMO energy (alpha / beta) is -0.83632 / -0.83853 Eh. The expectation value of S² is 0.7569. For the LUMO energy (alpha / beta), the calculation gives -0.543 / -0.544 hartree. As for the net charge: +3. As for the HOMO-LUMO gap (alpha / beta): 7.99 / 8.02 eV.

Below is a structure of composition C3H5LiO4Sr, with properties calculated with ωB97M-V/def2-TZVPD.

The geometry in XYZ format:
```
14
Properties=species:S:1:pos:R:3
O 0.461 1.014 -0.351
C -0.546 0.584 -1.163
C 1.663 1.276 -0.865
O -1.590 0.194 -0.572
O -0.431 0.542 -2.393
C 2.499 2.165 -0.069
Sr -2.747 -0.516 -2.770
H 1.670 1.424 -1.952
H 3.580 2.105 -0.358
H 2.626 0.853 0.217
H 2.432 3.198 -0.505
Li -2.009 -0.019 1.272
O 1.791 2.853 1.707
H 2.406 3.546 2.022
```

The spin multiplicity is 2. The value obtained for the HOMO energy (alpha / beta) is -0.74536 / -0.78296 Eh. The expectation value of S² is 0.9079. For the LUMO energy (alpha / beta), the calculation gives -0.463 / -0.475 hartree. As for the net charge: +3. As for the HOMO-LUMO gap (alpha / beta): 7.68 / 8.39 eV.

Below is a structure of composition C3H5MgMnO3, with properties calculated with ωB97M-V/def2-TZVPD.

The geometry in XYZ format:
```
13
Properties=species:S:1:pos:R:3
O -1.429 0.144 -1.549
C -1.000 -1.109 -1.525
C 0.151 -1.540 -0.963
O 1.102 -0.640 -0.523
C 1.053 -0.171 0.841
Mn -0.241 1.361 -0.674
H -1.693 -1.884 -1.886
H 0.280 -2.566 -0.612
H 2.104 0.046 1.087
H 0.490 -0.876 1.478
Mg -1.081 3.787 1.650
O -0.235 2.209 0.997
H 0.498 1.238 1.678
```

The spin multiplicity is 7. The value obtained for the HOMO energy (alpha / beta) is -0.25209 / -0.25623 Eh. The expectation value of S² is 12.0206. For the LUMO energy (alpha / beta), the calculation gives -0.004 / -0.063 hartree. As for the HOMO-LUMO gap (alpha / beta): 6.74 / 5.25 eV.

Below is a cluster of 2 separate species, C3H5N in total, with properties calculated with ωB97M-V/def2-TZVPD.

The geometry in XYZ format:
```
9
Properties=species:S:1:pos:R:3
C 1.465 0.871 0.468
C -1.134 -1.462 0.019
C 0.544 1.448 -0.332
N 2.445 0.456 0.976
H -1.984 -0.925 -0.061
H -1.056 -2.280 -0.565
H -0.616 -1.355 0.874
H -0.548 1.179 -0.290
H 0.884 2.067 -1.088
```

The value obtained for the HOMO energy (alpha / beta) is -0.34085 / -0.35429 Eh. For the LUMO energy (alpha / beta), the calculation gives -0.053 / -0.007 hartree. As for the HOMO-LUMO gap (alpha / beta): 7.83 / 9.45 eV.

Below is a cluster of 2 separate species, C3H5N2 in total, with properties calculated with ωB97M-V/def2-TZVPD.

The geometry in XYZ format:
```
10
Properties=species:S:1:pos:R:3
C 0.581 -0.954 -0.758
C 1.051 -1.734 -1.657
C -0.455 0.598 0.819
N 0.166 -0.079 -0.007
N -0.869 1.819 0.889
H 1.154 -1.413 -2.682
H 1.368 -2.746 -1.454
H -0.913 -0.127 3.026
H -1.388 2.151 1.688
H -0.695 2.485 0.137
```

The value obtained for the HOMO energy (alpha / beta) is -0.53153 / -0.53724 Eh. For the LUMO energy (alpha / beta), the calculation gives -0.191 / -0.250 hartree. As for the net charge: +1. As for the HOMO-LUMO gap (alpha / beta): 9.27 / 7.82 eV.

Below is the ion C3H5N2 with charge +1, with properties calculated with ωB97M-V/def2-TZVPD.

The geometry in XYZ format:
```
10
Properties=species:S:1:pos:R:3
C -0.596 -0.909 0.420
C 0.811 0.837 0.110
N 1.399 0.755 -1.008
C -0.520 0.577 0.551
N -0.657 -1.342 -0.738
H -0.715 -1.502 1.332
H 1.494 1.229 0.891
H 1.016 1.372 -1.730
H -1.168 1.231 1.121
H -1.063 -2.250 -0.950
```

The value obtained for the HOMO energy is -0.55178 Eh. For the LUMO energy, the calculation gives -0.304 hartree. As for the net charge: +1. As for the HOMO-LUMO gap: 6.75 eV.

Below is the ion C3H5N2 with charge +1, with properties calculated with ωB97M-V/def2-TZVPD.

The geometry in XYZ format:
```
10
Properties=species:S:1:pos:R:3
C -0.499 -1.052 0.090
C -1.163 0.083 -0.153
N -0.222 1.113 -0.098
C 1.004 0.564 0.110
N 0.839 -0.746 0.179
H -0.968 -2.012 0.181
H -2.161 0.317 -0.530
H -0.356 2.108 -0.196
H 1.951 1.059 0.150
H 1.574 -1.434 0.266
```

The value obtained for the HOMO energy is -0.55537 Eh. For the LUMO energy, the calculation gives -0.135 hartree. As for the net charge: +1. As for the HOMO-LUMO gap: 11.45 eV.

Below is the ion C3H5N2 with charge +1, with properties calculated with ωB97M-V/def2-TZVPD.

The geometry in XYZ format:
```
10
Properties=species:S:1:pos:R:3
C -2.059 1.757 0.814
C -1.053 1.276 0.381
C 0.756 -0.598 0.266
N 1.338 -1.544 -0.495
N 0.100 0.419 -0.270
H -2.979 2.253 0.847
H 0.599 -0.605 1.346
H 1.997 -2.196 -0.177
H 1.368 -1.171 -1.429
H -0.067 0.408 -1.284
```

The spin multiplicity is 3. The value obtained for the HOMO energy (alpha / beta) is -0.40797 / -0.58641 Eh. The expectation value of S² is 2.0167. For the LUMO energy (alpha / beta), the calculation gives -0.141 / -0.342 hartree. As for the net charge: +1. As for the HOMO-LUMO gap (alpha / beta): 7.27 / 6.66 eV.

Below is the ion C3H5N2O with charge -1, with properties calculated with ωB97M-V/def2-TZVPD.

The geometry in XYZ format:
```
11
Properties=species:S:1:pos:R:3
C 0.761 0.078 -0.179
C 0.131 -0.592 1.066
C -0.459 0.855 -0.526
N 1.778 -0.408 -0.846
N -1.235 0.091 0.635
O -2.107 -0.813 0.099
H 0.231 -1.648 1.301
H 0.429 -0.123 2.090
H -0.403 1.876 -0.361
H -0.901 0.651 -1.454
H 1.773 0.033 -1.825
```

The spin multiplicity is 3. The value obtained for the HOMO energy (alpha / beta) is 0.02341 / -0.15129 Eh. The expectation value of S² is 2.0081. For the LUMO energy (alpha / beta), the calculation gives 0.170 / 0.142 hartree. As for the net charge: -1. As for the HOMO-LUMO gap (alpha / beta): 3.99 / 7.97 eV.

Below is a cluster of 2 separate species, C3H5N2O in total, with properties calculated with ωB97M-V/def2-TZVPD.

The geometry in XYZ format:
```
11
Properties=species:S:1:pos:R:3
C 2.216 0.542 -0.160
C 1.376 -0.380 -0.678
C -1.356 -0.337 0.594
N -2.568 1.545 -0.358
N -1.966 0.718 0.082
O 2.826 1.388 0.315
H 1.359 -1.302 -0.158
H 1.182 -0.458 -1.783
H -0.229 -0.127 0.073
H -1.562 -1.391 0.358
H -1.278 -0.199 1.715
```

The value obtained for the HOMO energy is -0.50896 Eh. For the LUMO energy, the calculation gives -0.199 hartree. As for the net charge: +1. As for the HOMO-LUMO gap: 8.42 eV.

Below is the ion C3H5N2O2S with charge +1, with properties calculated with ωB97M-V/def2-TZVPD.

The geometry in XYZ format:
```
13
Properties=species:S:1:pos:R:3
C 0.524 0.174 0.266
C -0.240 1.363 0.102
C -1.594 -0.853 -0.054
N -0.118 -0.957 0.170
N 1.983 0.078 -0.077
O 2.662 1.060 -0.202
O 2.322 -1.063 -0.250
S -1.981 0.927 -0.157
H -0.216 1.991 1.101
H 0.415 1.954 -0.628
H -1.851 -1.426 -1.019
H -2.160 -1.305 0.777
H 0.254 -1.943 -0.029
```

The value obtained for the HOMO energy is -0.52099 Eh. For the LUMO energy, the calculation gives -0.254 hartree. As for the net charge: +1. As for the HOMO-LUMO gap: 7.27 eV.

Below is the ion C3H5N2O3S with charge -1, with properties calculated with ωB97M-V/def2-TZVPD.

The geometry in XYZ format:
```
14
Properties=species:S:1:pos:R:3
C -0.030 0.252 -0.261
C 0.917 -0.645 0.574
C -1.422 0.236 0.436
N 0.504 -0.499 1.971
N -0.567 -0.133 2.288
O -1.094 -2.349 -0.152
O -3.120 -1.610 1.054
O -2.725 -1.067 -1.355
S -2.166 -1.388 -0.035
H 0.489 1.251 -0.398
H -0.070 -0.246 -1.249
H 0.444 -1.573 0.313
H 1.963 -0.258 0.363
H -2.069 1.065 0.379
```

The value obtained for the HOMO energy is -0.15754 Eh. For the LUMO energy, the calculation gives 0.143 hartree. As for the net charge: -1. As for the HOMO-LUMO gap: 8.18 eV.

Below is the ion C3H5N2O3S3 with charge -1, with properties calculated with ωB97M-V/def2-TZVPD.

The geometry in XYZ format:
```
16
Properties=species:S:1:pos:R:3
C 1.144 0.007 1.058
C -0.193 0.664 1.339
C 1.377 -0.404 -1.456
N 1.679 -0.343 -0.221
N -0.023 -0.666 1.929
O -0.709 1.414 -1.746
O -0.504 -0.159 -3.612
O -1.224 -0.979 -1.480
S 2.390 -0.567 -2.743
S -0.806 -2.023 1.466
S -0.342 0.055 -2.020
H 1.906 0.201 1.756
H -0.298 1.472 2.055
H -1.046 0.656 0.474
H 0.374 -0.440 -3.950
H -0.833 -2.154 0.076
```

The value obtained for the HOMO energy is -0.16945 Eh. For the LUMO energy, the calculation gives 0.122 hartree. As for the net charge: -1. As for the HOMO-LUMO gap: 7.93 eV.

Below is the ion C3H5N2OS with charge +1, with properties calculated with ωB97M-V/def2-TZVPD.

The geometry in XYZ format:
```
12
Properties=species:S:1:pos:R:3
C 0.461 -0.813 -0.407
C 0.209 1.397 -1.426
C 0.224 -0.265 1.760
N 0.261 0.570 -0.621
N -0.305 0.785 1.336
O 0.664 -1.120 0.918
S -0.945 -1.783 -1.232
H 1.436 -1.011 -0.941
H -0.287 2.241 -1.914
H 0.393 -0.732 2.779
H -0.822 1.450 1.913
H -1.289 -0.719 -2.166
```

The value obtained for the HOMO energy is -0.52139 Eh. For the LUMO energy, the calculation gives -0.182 hartree. As for the net charge: +1. As for the HOMO-LUMO gap: 9.24 eV.

Below is a structure of composition C3H5N2OS, with properties calculated with ωB97M-V/def2-TZVPD.

The geometry in XYZ format:
```
12
Properties=species:S:1:pos:R:3
C 1.615 1.634 -0.060
C 1.102 0.404 -0.390
C -0.368 0.001 -0.504
N 1.877 2.738 0.236
N -0.317 -1.376 0.212
O 2.931 -1.462 0.418
S 1.802 -1.207 -0.431
H -0.503 -0.140 -1.549
H -1.024 0.874 -0.150
H 2.372 3.587 0.021
H -0.408 -1.303 1.253
H -1.146 -1.935 0.019
```

The value obtained for the HOMO energy is -0.50648 Eh. For the LUMO energy, the calculation gives -0.209 hartree. As for the net charge: +1. As for the HOMO-LUMO gap: 8.08 eV.

Results for calculated total energy: -35370.83925 -13338.33439 -13339.37355 -26218.90639 -22126.28368 -31069.75031 -12388.48234 -46094.86943 -4677.44426 -6159.07959 -6158.83704 -6165.73131 -6157.41412 -8214.11710 -8209.06523 -21090.54126 -23148.79267 -44819.01980 -19043.75492 -19044.34607 (in eV, following the order of the records).